A.
The following is a DFT calculation (ωB97M-V/def2-TZVPD) of an isolated molecule of C5H5N.

The value obtained for the HOMO energy is -10.72 eV. As for the SMILES: C#C[C@@H](C)C#N.

Last column: Mulliken charge in e.
Positions of all 11 atoms, in Å:
H  3.2263  -1.3064  -0.2969  0.4328
C  2.2766  -0.8307  -0.1629  0.1750
C  -0.0605  0.3432  0.4397  0.6545
N  -2.1520  -1.1080  -0.2107  -0.4017
H  -0.1285  1.6462  -1.3093  0.3241
C  -0.1242  1.7106  -0.2186  -1.3089
H  0.7250  2.2900  0.1111  0.3625
C  1.2048  -0.3273  0.0879  -0.8501
C  -1.2275  -0.4866  0.0832  0.0569
H  -1.0475  2.2352  0.0697  0.3592
H  -0.1265  0.4362  1.5247  0.1957



B.
The following is a DFT calculation (ωB97M-V/def2-TZVPD) of an isolated molecule of C5H5N.

The value obtained for the HOMO energy is -8.46 eV. As for the SMILES: C#CC=C=CN.

Last column: Mulliken charge in e.
Positions of all 11 atoms, in Å:
C  -0.4857  -0.8313  -0.2177  -0.3726
N  1.7418  1.5052  1.0876  -0.4848
H  0.2684  0.9993  2.6145  0.2933
C  -1.4535  -1.1443  -1.4367  -0.5503
H  0.2166  -1.6289  -0.2122  0.3046
C  0.6672  0.7515  1.6118  -0.1886
C  -1.9331  -1.5593  -2.4376  0.2702
C  -0.0195  0.0033  0.7843  -0.0860
H  1.7341  1.3618  0.0745  0.2286
H  1.8488  2.3983  1.4507  0.2193
H  -2.5851  -1.8556  -3.3192  0.3663



Which is the most stable structure? A is the most stable.



A.
The following is a DFT calculation (ωB97M-V/def2-TZVPD) of a structure of composition C5H5N.

The value obtained for the HOMO energy (spin up / spin down) is -7.85 / -7.45 eV.

Last column: Mulliken charge in e.
Positions of all 11 atoms, in Å:
H  -0.7054  3.2009  0.3905  0.3167
C  0.6054  1.1751  0.1697  -0.4298
H  -2.4489  0.9593  1.1627  0.3693
N  0.1486  -2.4615  -1.2927  -0.4008
C  -1.3945  1.0610  0.8781  -0.6978
C  0.8292  -1.9945  -0.4100  -0.0188
H  1.7056  1.1844  0.0543  0.3465
H  1.8062  -2.1933  0.0582  0.2901
C  -0.6894  2.0756  0.5072  -0.0622
C  -0.1467  0.1848  0.5366  0.0244
H  0.2898  -3.1918  -2.0546  0.2624



B.
The following is a DFT calculation (ωB97M-V/def2-TZVPD) of an isolated molecule of C5H5N.

The value obtained for the HOMO energy (spin up / spin down) is -8.47 / -8.47 eV.

Last column: Mulliken charge in e.
Positions of all 11 atoms, in Å:
C  0.6495  1.0330  -0.0331  -0.2909
C  0.4123  -0.3506  0.5210  -0.5125
C  -2.1109  -0.9228  1.0263  -0.3702
H  -0.3595  -1.6577  -0.0012  0.2544
H  1.2857  -0.9749  0.6882  0.3498
H  1.3916  1.5445  0.5943  0.2416
H  -0.2790  1.6111  -0.0047  0.2876
N  1.5613  0.9829  -2.4948  -0.3682
C  -0.8508  -0.8783  0.7175  -0.0277
C  1.1588  1.0130  -1.4114  0.2215
H  -2.8590  -1.4003  0.3979  0.2146



C.
The following is a DFT calculation (ωB97M-V/def2-TZVPD) of a structure of composition C5H5N.

The value obtained for the HOMO energy is -7.87 eV.

Last column: Mulliken charge in e.
Positions of all 11 atoms, in Å:
C  -0.3023  1.0111  -0.4672  -0.2061
C  -1.0326  -0.2297  -0.3545  -0.3031
N  -1.3267  0.1192  1.5052  -0.6824
H  1.0113  -1.4091  1.1763  0.3039
C  -0.2158  0.4323  0.9471  0.4835
C  1.0851  -0.4622  0.6217  -0.6983
H  -0.5768  1.9827  -1.0082  0.3382
H  -1.9324  -0.7228  -0.6807  0.4648
H  0.8183  -0.5266  -1.7990  0.3430
H  2.0015  0.0652  0.8275  0.3264
C  0.4706  -0.2601  -0.7682  -0.3699



Which is the most stable structure? B is the most stable.



A.
The following is a DFT calculation (ωB97M-V/def2-TZVPD) of a cluster of 3 separate species, C6H8N2O in total.

The value obtained for the HOMO energy is -9.25 eV.

Last column: Mulliken charge in e.
Positions of all 17 atoms, in Å:
H  -1.5854  0.1269  -1.4331  0.2170
N  2.1789  0.5080  1.8003  -0.4308
H  0.3414  -2.0314  1.2369  0.2790
N  0.3546  -0.5248  -0.5858  -0.0002
H  2.2370  0.1243  -1.5648  0.2713
C  -0.8612  0.2463  -0.4749  -0.1409
H  -1.0234  3.0450  -1.1122  0.2373
C  1.7995  -0.3809  -0.6033  -0.3038
H  0.1914  1.9424  0.6081  0.2175
H  -0.7782  -2.7227  -0.1969  0.2628
C  -1.3647  -0.6291  0.5761  0.5530
H  2.3747  -1.3729  -0.6983  0.2677
C  -0.9258  1.8209  -0.0437  -0.8727
C  -0.2631  -1.6828  0.2299  -0.5091
C  2.0707  0.2207  0.6891  0.2846
H  -2.3075  1.6589  0.3591  0.2565
O  -2.4388  -0.3489  1.2134  -0.5894



B.
The following is a DFT calculation (ωB97M-V/def2-TZVPD) of an isolated molecule of C6H8N2O.

The value obtained for the HOMO energy is -9.51 eV. As for the SMILES: C[C@@]12N[C@@H]1[C@H]1CN1C2=O.

Last column: Mulliken charge in e.
Positions of all 17 atoms, in Å:
H  0.6286  0.5502  2.1454  0.2787
N  -0.8619  0.0226  -1.4414  -0.5982
C  0.0383  -0.6245  -0.7084  1.0273
H  -1.2687  2.3141  0.5328  0.3768
H  0.9381  -2.4690  -1.3355  0.3344
H  0.4246  2.3067  2.2281  0.2536
C  0.4230  1.3950  1.5790  -0.5899
C  0.1723  -2.0846  -0.6896  -1.2041
C  1.2213  0.2023  -0.2352  0.2566
N  0.7732  1.6044  0.1009  -0.5224
H  -0.5347  0.9079  -1.9397  0.3470
C  -1.0725  0.1523  -0.0361  -0.2519
H  0.2719  -2.5867  0.3135  0.2476
O  2.3426  -0.1952  -0.0446  -0.5416
H  -0.8596  -2.3674  -1.2307  0.3234
C  -0.6744  1.4064  0.5661  -0.1034
H  -1.9619  -0.5346  0.1954  0.3662



C.
The following is a DFT calculation (ωB97M-V/def2-TZVPD) of an isolated molecule of C6H8N2O.

The value obtained for the HOMO energy is -8.94 eV. As for the SMILES: C#C/C(=N/O)N1CCC1.

Last column: Mulliken charge in e.
Positions of all 17 atoms, in Å:
H  1.1602  0.0061  2.0806  0.3073
H  -2.1848  0.7458  0.4929  0.2961
C  0.1565  -0.9575  -0.8066  0.1506
H  -0.7420  -4.5446  -0.7496  0.4472
H  1.6179  0.8784  0.6249  0.2156
C  0.7571  0.4772  1.1738  -0.3347
H  -1.0535  1.5092  -0.6646  0.2134
N  -0.2572  -0.2310  0.3647  -0.1320
H  0.0273  2.6212  1.1814  0.2623
N  0.7668  -0.5198  -1.8525  -0.4954
C  -0.4771  -3.5148  -0.8480  0.4130
H  -0.7926  1.4777  2.3625  0.2895
H  1.5608  1.0647  -2.4960  0.3770
C  -0.1756  -2.3515  -0.8356  -0.7071
O  1.0249  0.8154  -1.7206  -0.3545
C  -0.2622  1.5778  1.4126  -0.5954
C  -1.1268  0.9458  0.2800  -0.3527



D.
The following is a DFT calculation (ωB97M-V/def2-TZVPD) of a structure of composition C6H8N2O.

The value obtained for the HOMO energy is -9.05 eV.

Last column: Mulliken charge in e.
Positions of all 17 atoms, in Å:
H  -0.5894  -2.8128  -0.0214  0.2379
C  1.2125  -1.1031  0.0032  0.5248
C  -0.0308  -1.7020  -0.2635  -0.6734
H  -1.9472  1.7163  0.3121  0.2969
O  2.3775  -1.5215  0.1591  -0.6942
H  -2.7281  0.0724  -0.8324  0.2288
H  2.9268  0.9768  0.4490  0.2923
C  -0.7902  -0.7494  -0.6847  0.4076
C  -2.1117  -0.5416  -0.0123  -0.4830
H  -1.0425  0.2874  1.5622  0.2848
C  -1.3580  0.6951  0.5044  -0.4719
N  0.9273  0.2787  -0.0900  0.2635
N  -0.2981  0.5462  -0.5838  -0.2234
C  2.0056  1.2897  -0.1678  -0.8327
H  2.4071  1.7960  -1.2378  0.2530
H  1.4893  2.2565  0.3683  0.2549
H  -2.4502  -1.4846  0.5353  0.3342



Which is the most stable structure? B is the most stable.